No. 1
Below is a 7-piece molecular cluster, C6H29N2O6 overall at a distorted geometry, with properties calculated with the ωB97M-V functional and the def2-TZVPD basis.

```
43
Properties=species:S:1:pos:R:3:nbo_charge:R:1
N 0.70284 1.27319 -0.38049 -0.6894
C 0.37273 -0.11058 -0.92084 -0.0466
C 0.24803 -0.03048 -2.46056 -0.4196
C 0.33314 -1.37845 -3.16576 -0.4089
C -1.05795 -2.02181 -3.47790 -0.5980
C -0.83553 -0.66476 -0.15929 -0.2480
N -0.68848 -0.54126 1.25944 -0.6686
C 0.02605 -1.66360 1.87284 -0.4182
H -0.10148 1.54661 0.19385 0.4771
H 0.73521 1.99677 -1.09059 0.4391
H 1.60745 1.24496 0.07909 0.4538
H 1.24730 -0.70387 -0.64395 0.2089
H -0.74247 0.41256 -2.59460 0.2164
H 1.02795 0.62540 -2.83831 0.2183
H 0.92125 -2.15769 -2.69658 0.1988
H 0.76472 -1.26658 -4.16441 0.2233
H -1.61383 -2.09835 -2.54386 0.1893
H -1.69091 -1.44917 -4.14960 0.2146
H -0.86226 -2.99582 -3.91737 0.2213
H -1.73396 -0.14428 -0.49643 0.2174
H -0.91385 -1.69855 -0.53272 0.1866
H -1.56798 -0.35505 1.72729 0.4080
H 0.02953 -1.58997 2.95341 0.2184
H 1.04661 -1.62639 1.49668 0.1890
H -0.41947 -2.60606 1.52618 0.1744
H 2.56244 0.46767 2.62418 0.4768
H 2.03318 1.56675 3.55033 0.4815
O 2.34149 1.40462 2.65301 -0.9557
H -1.32290 1.78179 3.16273 0.4907
H -2.27517 2.97371 3.54151 0.4952
O -2.02810 2.36257 2.84000 -0.9678
H -3.09992 -2.31415 2.99774 0.4815
H -3.95830 -1.29787 2.25301 0.4814
O -3.15358 -1.37769 2.77817 -0.9545
H 3.44493 3.10921 0.03841 0.4899
H 2.94783 3.85623 -1.20524 0.4862
O 2.64168 3.32246 -0.46387 -0.9713
H -1.84503 2.86347 1.03743 0.5125
H -1.65599 3.89684 -0.09524 0.4908
O -1.45424 2.99036 0.15340 -1.0036
H 1.88213 -2.57746 -0.15592 0.4640
H 3.31609 -2.66429 -0.66749 0.4840
O 2.78883 -2.36098 0.08233 -0.9390
```

Summary:
LUMO level: -2.3 eV
Energy above the lowest of the compared OMol25 structures with the same formula, charge and spin: 119.6 kJ/mol
Net charge: +1
DFT total energy: -21952.4441 eV
Spin multiplicity: 1
HOMO: -0.44644 Ha

***

No. 2
Below is C35H95BI2N3O15S12 as an isolated structure at a distorted geometry, with properties calculated with the ωB97M-V functional and the def2-TZVPD basis.

```
163
Properties=species:S:1:pos:R:3:lowdin_charge:R:1
C -3.99430 1.10935 -0.86325 -0.0867
C -3.36962 0.07734 -1.80935 -0.2377
C -2.70585 0.74434 -3.01295 -0.1487
C -1.25163 1.16926 -2.82686 -0.1385
O -0.82367 1.06859 -1.45435 -0.0742
C 0.53580 1.19562 -1.33023 -0.2439
C 1.49510 -0.02306 -1.24558 -0.3848
C 1.12018 -1.37514 -1.84091 -0.6428
I 2.80435 -2.70356 -1.51406 0.9167
C -0.17751 -2.01256 -1.34514 -0.3408
C -0.88715 -2.56133 -2.56386 -0.1075
N 2.15781 0.05750 0.04956 -0.3807
I 1.20908 -0.79813 1.67386 1.1179
C 2.05026 1.43057 0.35472 -0.4751
N 2.97227 2.09297 1.07897 0.1878
N 0.99226 1.99266 -0.18819 0.2221
B -0.00533 2.68918 0.69133 -0.7404
O -1.17398 2.11119 1.01139 0.2034
O 0.36512 3.89031 1.17480 0.0723
C -0.70843 4.86139 1.31111 -0.0001
H -3.20041 1.67629 -0.39298 0.0475
H -4.50736 0.55593 -0.08564 0.0682
H -4.70408 1.77042 -1.34095 0.0728
H -4.16827 -0.55015 -2.19541 0.0738
H -2.67715 -0.50246 -1.22202 0.0818
H -2.77424 0.07903 -3.86130 0.1079
H -3.30757 1.60418 -3.27494 0.1128
H -1.14554 2.19820 -3.15814 0.1308
H -0.61769 0.54520 -3.45270 0.1167
H 0.89594 1.73369 -2.20405 0.1699
H 2.30482 0.29947 -1.90155 0.1351
H 1.10337 -1.24339 -2.91295 0.0517
H 0.07798 -2.85748 -0.72141 0.0591
H -0.79639 -1.35798 -0.75063 0.0698
H -1.79158 -3.06223 -2.24396 0.0883
H -1.13350 -1.74017 -3.21902 0.0451
H -0.26935 -3.28754 -3.05602 0.0604
H 3.83799 2.31447 0.61226 0.1354
H 2.86290 2.36843 2.04082 0.1243
H -1.36238 2.15347 1.96082 0.1425
H -1.05983 5.10493 0.31971 0.1051
H -1.49574 4.55498 1.98397 0.0966
H -0.26838 5.75350 1.72334 0.0692
C 2.49497 7.11984 6.02466 -0.2665
S 1.68557 6.80681 4.46059 0.7852
O 0.63081 7.83888 4.27471 -0.5560
C 0.86651 5.29420 4.98876 -0.2603
H 3.04744 8.05352 5.94124 0.0544
H 1.74603 7.20460 6.81196 0.0615
H 3.18381 6.30125 6.24414 0.0326
H 0.22910 5.50466 5.84754 0.0610
H 1.62020 4.54949 5.24890 0.0523
H 0.26030 4.93344 4.15905 0.0233
C 5.64788 3.73271 9.44150 -0.2661
S 3.90639 3.82545 9.01457 0.8187
O 3.82922 4.29454 7.59778 -0.5879
C 3.52846 5.23430 10.05631 -0.2753
H 6.09582 2.92941 8.86054 0.0485
H 6.13465 4.67763 9.20063 0.0590
H 5.74419 3.51349 10.50437 0.0585
H 4.15632 6.07943 9.76955 0.0623
H 3.69016 4.96901 11.10014 0.0327
H 2.48088 5.48768 9.91245 0.0412
C 0.72373 6.71159 12.56309 -0.2714
S 1.15874 5.30175 13.59091 0.8224
O 2.14109 4.48221 12.82317 -0.5694
C -0.42522 4.47306 13.45543 -0.2636
H 1.60090 7.34992 12.47593 0.0494
H 0.41864 6.36498 11.57515 0.0488
H -0.08547 7.26635 13.03666 0.0552
H -0.65376 4.27647 12.40867 0.0406
H -1.20173 5.09592 13.89782 0.0612
H -0.36326 3.53251 13.99796 0.0561
C 6.57350 -1.81978 -5.35110 -0.2569
S 4.80979 -1.87040 -5.69665 0.7756
O 4.61672 -1.37468 -7.08324 -0.5517
C 4.36773 -0.52420 -4.58728 -0.2876
H 7.06290 -2.56429 -5.97511 0.0352
H 6.96389 -0.82881 -5.58422 0.0600
H 6.74351 -2.06166 -4.30206 0.0594
H 4.90504 0.38122 -4.87274 0.0584
H 4.61146 -0.80640 -3.56247 0.0137
H 3.29435 -0.35901 -4.67632 0.0378
C 6.59859 -5.42540 -7.81686 -0.2630
S 6.45771 -6.03579 -6.13127 0.7816
O 7.70509 -5.65182 -5.41981 -0.5555
C 6.59716 -7.77792 -6.55173 -0.2722
H 6.57659 -4.33777 -7.78691 0.0378
H 7.53994 -5.76314 -8.25022 0.0612
H 5.75567 -5.78851 -8.40447 0.0559
H 7.53955 -7.95493 -7.06976 0.0591
H 5.75547 -8.06583 -7.18161 0.0523
H 6.57356 -8.34962 -5.62666 0.0491
C -8.43168 0.36339 -1.79960 -0.2655
S -7.26674 -0.99393 -1.96520 0.8007
O -6.29524 -0.61134 -3.02811 -0.5538
C -8.42645 -2.15501 -2.69509 -0.2676
H -7.89581 1.21902 -1.39427 0.0466
H -8.84171 0.61480 -2.77749 0.0612
H -9.22868 0.07329 -1.11526 0.0553
H -8.83601 -1.73429 -3.61312 0.0609
H -9.22376 -2.36422 -1.98224 0.0552
H -7.88731 -3.07260 -2.91964 0.0515
C -0.11813 -1.83462 -7.57268 -0.2533
S -0.49557 -2.54142 -5.96646 0.8206
O 0.65919 -2.19750 -5.07865 -0.5754
C -0.29287 -4.25235 -6.45902 -0.2587
H -0.14871 -0.75101 -7.48091 0.0509
H 0.87736 -2.14988 -7.88400 0.0633
H -0.86638 -2.16180 -8.29410 0.0588
H 0.71301 -4.40347 -6.85139 0.0684
H -1.03649 -4.50649 -7.21394 0.0563
H -0.44364 -4.87874 -5.58256 0.0404
C -0.24544 -8.24745 -5.56070 -0.2736
S -0.51819 -8.31222 -7.33863 0.7977
O -1.55544 -7.29007 -7.65658 -0.5648
C -1.31680 -9.91615 -7.34434 -0.2720
H 0.21918 -7.29251 -5.32219 0.0309
H -1.20028 -8.33301 -5.04177 0.0593
H 0.42067 -9.05879 -5.26843 0.0531
H -2.19735 -9.88798 -6.70182 0.0640
H -0.61356 -10.67115 -6.99438 0.0602
H -1.61330 -10.15062 -8.36310 0.0167
C -3.70152 4.69087 9.29302 -0.2707
S -3.85270 3.26257 10.37640 0.8128
O -3.62199 3.73784 11.76749 -0.5592
C -2.33989 2.46289 9.83190 -0.2772
H -4.53626 5.35773 9.49698 0.0496
H -2.76141 5.20650 9.49294 0.0508
H -3.74224 4.36053 8.25505 0.0501
H -1.49312 3.13200 9.99638 0.0483
H -2.42914 2.20681 8.77748 0.0232
H -2.20716 1.55341 10.41289 0.0563
C -4.25804 0.00180 5.30556 -0.2707
S -3.53153 -0.65241 6.81504 0.8201
O -3.86771 0.28726 7.91282 -0.5501
C -1.82401 -0.30325 6.36563 -0.2735
H -5.33946 -0.07070 5.39520 0.0526
H -3.96922 1.04617 5.18199 0.0537
H -3.92196 -0.59220 4.45522 0.0509
H -1.71276 0.76466 6.17182 0.0514
H -1.54450 -0.88298 5.48526 0.0456
H -1.19026 -0.59035 7.20197 0.0528
C 0.89351 8.42817 0.45362 -0.2675
S -0.74824 9.15326 0.45504 0.8111
O -1.65051 8.14548 -0.16873 -0.5647
C -0.40416 10.40189 -0.79116 -0.2699
H 0.88407 7.58976 1.14626 0.0173
H 1.14126 8.07900 -0.54965 0.0595
H 1.62443 9.16305 0.78955 0.0596
H -0.06438 9.92195 -1.70904 0.0572
H 0.35510 11.08705 -0.41459 0.0549
H -1.32547 10.94761 -0.98157 0.0506
C -1.48612 -10.87755 -12.10077 -0.2689
S -1.67496 -12.38468 -11.14055 0.8225
O -1.61344 -11.99547 -9.70466 -0.5625
C -0.07392 -13.08106 -11.56433 -0.2708
H -2.37145 -10.26551 -11.94279 0.0515
H -0.60042 -10.33767 -11.76539 0.0578
H -1.40112 -11.13102 -13.15721 0.0543
H 0.71606 -12.39212 -11.26533 0.0577
H -0.03368 -13.26556 -12.63760 0.0544
H 0.03558 -14.02119 -11.02843 0.0504
```

Summary:
LUMO level: -4.4 eV
Net charge: +1
DFT total energy: -219904.4393 eV
Spin multiplicity: 1
HOMO: -0.36846 Ha

***

No. 3
Below is C5H10N2O as an isolated structure at a distorted geometry, with properties calculated with the ωB97M-V functional and the def2-TZVPD basis.

```
18
Properties=species:S:1:pos:R:3:nbo_charge:R:1
C 0.10187 0.52360 -0.04039 0.0236
C 1.93046 0.83650 -0.38236 0.2155
C 1.13544 1.17422 0.85047 -0.4926
C -0.92197 1.33787 -0.78380 -0.6264
N -1.52712 -2.50580 0.28375 -0.7813
C -0.87914 -1.35598 0.61998 0.3373
O 2.51977 -0.30996 -0.54134 -0.7226
N 0.08864 -0.89077 -0.12432 -0.5907
H 1.36962 -1.16193 -0.41964 0.4401
H 2.06095 1.60740 -1.15026 0.1539
H -1.36501 -2.89875 -0.62861 0.4101
H -2.16040 -2.93586 0.93429 0.4007
H 1.42178 0.59112 1.72230 0.2124
H 0.97680 2.23248 1.02948 0.2215
H -1.16507 -0.91646 1.57405 0.1786
H -1.41540 0.75337 -1.56215 0.2147
H -1.69516 1.70996 -0.10889 0.1903
H -0.47605 2.20899 -1.27254 0.2150
```

Summary:
LUMO level (alpha / beta): 0.6 / 0.6 eV
Energy above the lowest of the compared OMol25 structures with the same formula, charge and spin: 367.3 kJ/mol
DFT total energy: -10371.4985 eV
Spin multiplicity: 1
HOMO (alpha / beta): -0.24934 / -0.24933 Ha

***

No. 4
Below is one molecule with the formula C4H7NO at a distorted geometry, with properties calculated with the ωB97M-V functional and the def2-TZVPD basis.

```
13
Properties=species:S:1:pos:R:3:nbo_charge:R:1
C -1.91804 0.03335 0.45844 -0.4413
N -0.75682 0.89575 0.27377 -0.4390
C -0.24048 0.43960 -0.78996 0.1702
C 1.02861 -0.28842 -0.62309 -0.0491
C 1.99671 0.16017 0.36837 -0.0864
O 1.12685 -0.90043 0.67984 -0.4681
H -1.49450 -0.94879 0.75139 0.2008
H -2.58811 -0.14521 -0.40008 0.1795
H -2.39371 0.47610 1.30503 0.2059
H -0.83140 0.27722 -1.70396 0.1352
H 1.26201 -0.99236 -1.41336 0.2012
H 3.03669 -0.10392 0.21610 0.1859
H 1.77219 1.09695 0.87751 0.2053
```

Summary:
SMILES: C/N=C/[C@H]1CO1
LUMO level (alpha / beta): 0.3 / 0.3 eV
Energy above the lowest of the compared OMol25 structures with the same formula, charge and spin: 445.1 kJ/mol
DFT total energy: -7795.0316 eV
Spin multiplicity: 1
HOMO (alpha / beta): -0.31526 / -0.31523 Ha

***

Number 3 is which compound?
C5H10N2O

***

The highest DFT total energy belongs to which entry?
C4H7NO